(P)
# C4H10NO3S

An isolated ion of composition C4H10NO3S and charge -1 (ωB97M-V with the def2-TZVPD basis set, the OMol25 dataset).

Last column: Löwdin charge in e.
Positions of all 19 atoms, in Å:
C1 -2.12270 -1.36533 -1.02114  -0.128
C2 -0.67973 -0.76505 -0.84275  -0.248
C3 -0.66337 0.66531 -0.16563  -0.201
C4 -0.00128 0.61938 1.25731  -0.273
N1 1.34885 1.23713 1.32952  -0.163
S1 2.41728 0.67079 0.12098  0.415
O1 2.21978 1.41510 -1.13391  -0.387
O2 3.75462 1.00971 0.65215  -0.421
O3 2.33416 -0.83761 -0.02852  -0.412
H1 -2.32936 -1.50572 -2.10895  0.057
H2 -2.20767 -2.38753 -0.57999  0.058
H3 -2.92265 -0.74818 -0.55611  0.054
H4 -0.14017 -1.44084 -0.14913  0.078
H5 -0.10396 -0.68738 -1.78349  0.102
H6 -1.73622 0.94278 -0.00627  0.084
H7 -0.23961 1.45660 -0.81406  0.096
H8 -0.65855 1.24207 1.91901  0.098
H9 -0.02687 -0.40122 1.71324  0.109
H10 1.75744 0.87999 2.19776  0.083

The net charge is -1. Its SMILES is CCCCNS(=O)(=O)[O-].

***

(Q)
# C4H10NO3S

A 2-piece molecular cluster, C4H10NO3S overall (ωB97M-V with the def2-TZVPD basis set, the OMol25 dataset).

Last column: Löwdin charge in e.
Positions of all 19 atoms, in Å:
O1 -1.63868 1.32464 1.10782  -0.013
C1 -1.20136 0.70764 0.12437  -0.449
N1 -0.49215 1.36552 -0.88646  0.068
C2 0.25933 1.02998 -2.01066  -0.290
O2 1.46083 0.55076 -1.50905  -0.055
C3 -1.38560 -0.81329 0.03166  -0.193
C4 -0.39494 -1.67172 0.91746  -0.617
S1 1.01207 -2.43415 -0.13407  0.117
H1 -0.61566 2.42512 -0.85530  0.164
H2 0.02762 0.30765 -2.72609  0.103
H3 0.69200 2.01766 -2.38398  0.146
H4 -2.44654 -1.04482 0.10199  0.092
H5 -1.19528 -1.15682 -1.05866  0.087
H6 0.11822 -1.01097 1.52676  -0.012
H7 -0.97048 -2.37544 1.43477  0.010
H8 1.64053 -0.20781 -1.13546  -0.113
H9 0.09268 1.42275 2.70435  0.133
H10 0.51045 2.33598 1.51599  -0.085
O3 0.89458 2.01946 2.25735  -0.095

The net charge is -1.

***

Most favorable first, least favorable last: (P), (Q)